# 1
Density functional theory data (ωB97M-V with the def2-TZVPD basis set) for C10H24Al2BBr3Cl6F5MgNO5 as an isolated structure in a non-equilibrium geometry.

Each line ends with the Löwdin charge.
CARTESIAN COORDINATES (ANGSTROEM)
O -0.521769 0.238266 -1.136117  -0.44
Al -0.024507 1.128116 -2.681346  0.19
C -0.520034 3.095323 -2.589443  -0.12
C -0.022829 3.590475 -1.242066  -0.36
C 1.391204 3.208385 -0.851044  -0.18
O 0.990990 4.531147 -1.251063  -0.03
H -0.198260 0.732383 -0.377983  0.02
H -0.723060 0.502017 -3.988949  -0.04
H 1.554501 0.991774 -2.877139  -0.02
H 0.049843 3.724618 -3.269096  0.10
H -1.587674 3.286591 -2.573297  0.08
H -0.749196 3.634321 -0.437988  0.15
H 1.672429 3.221105 0.221592  -0.19
H 2.072899 2.961619 -1.650621  0.12
Al 2.176602 3.930599 1.801315  1.19
C 2.975440 -1.456973 -3.681251  -0.43
O 3.426849 -0.367317 -3.658495  0.13
N 3.012268 -2.353579 -4.663565  -0.15
C 2.418309 -3.682045 -4.562941  -0.01
C 3.694350 -1.974252 -5.911495  0.03
H 2.413750 -1.891031 -2.757537  0.06
H 3.183793 -4.446281 -4.686815  0.13
H 1.657547 -3.809918 -5.332960  0.12
H 1.948397 -3.840943 -3.570578  0.06
H 4.732969 -1.731089 -5.696625  0.12
H 3.209736 -1.095688 -6.333758  0.11
H 3.647165 -2.797264 -6.616959  0.11
C 1.203640 7.408403 4.110369  -0.97
Cl 1.304864 5.962688 5.112899  0.50
Cl 2.578403 7.522489 3.003975  0.63
H 0.294970 7.359327 3.516285  0.04
H 1.187490 8.286490 4.747325  0.02
C -3.155902 -2.356362 -3.341606  -1.51
Br -2.970627 -4.025353 -2.452373  0.81
Br -1.732224 -1.205539 -2.663500  0.81
Br -3.157190 -2.497698 -5.255712  0.66
H -4.087393 -1.884406 -3.048987  0.01
B -3.464741 -6.302669 0.199309  -1.31
F -4.828387 -6.148521 -0.110198  0.09
F -2.750421 -6.512814 -1.006929  0.01
F -2.970954 -5.148185 0.810603  0.09
F -3.308066 -7.421756 1.024806  0.11
F 5.140936 7.526105 2.396510  -0.32
Mg 0.827632 -2.297092 -2.419065  1.10
C 2.417811 7.351543 8.854693  -2.05
Cl 3.832817 6.817971 7.943034  0.53
Cl 2.911459 8.477379 10.107239  0.57
Cl 1.279454 8.146677 7.754585  0.51
Cl 1.627099 5.950312 9.585447  0.55
C -6.421436 -9.001310 -0.567684  -0.08
O -5.191050 -9.527999 -0.207976  0.07
H -7.103690 -9.818896 -0.777831  0.10
H -6.819601 -8.376549 0.256165  0.14
H -6.311625 -8.357504 -1.461333  0.13
H -4.597166 -8.779101 -0.023420  0.09
O 0.908254 2.843074 11.252688  -0.06
H 0.627359 2.956541 12.165795  0.04
H 0.846577 3.722398 10.871113  -0.03

Atomic forces in eV per Å
O 1.298 0.728 -0.630
Al 0.311 1.021 0.420
C 0.064 0.870 1.617
C 0.117 -1.900 -0.436
C -0.374 1.909 -1.051
O -0.096 0.945 0.837
H 0.013 -0.147 0.285
H 0.098 0.333 -0.275
H 0.061 -0.504 0.233
H -0.299 -0.292 -0.767
H -0.175 -0.062 -0.700
H -0.016 0.216 0.195
H -0.214 -1.187 -1.419
H 0.507 -1.289 0.599
Al 0.578 1.172 1.624
C 0.871 0.384 -1.539
O 0.121 0.189 0.549
N -0.661 -0.740 0.371
C 0.102 0.420 -0.472
C 0.146 0.202 0.022
H 1.021 0.086 0.407
H -0.077 -0.130 0.224
H -0.062 -0.076 0.063
H 0.165 -0.165 0.001
H 0.015 -0.032 -0.010
H -0.017 -0.010 -0.009
H -0.046 -0.066 0.054
C 0.120 0.022 0.465
Cl -0.095 -0.189 -0.194
Cl 0.359 -0.119 -0.656
H 0.062 0.023 -0.148
H 0.080 -0.025 0.066
C 0.010 -0.882 -0.561
Br -0.029 -0.465 0.249
Br -0.843 -1.617 -0.045
Br 0.104 0.093 0.131
H 0.145 0.221 0.178
B -0.096 0.169 0.282
F -0.082 -0.101 -0.151
F 0.161 0.144 -0.453
F 0.078 0.117 -0.042
F -0.131 -0.271 -0.168
F -0.653 -0.126 0.211
Mg -2.876 0.676 0.359
C 0.121 0.001 0.055
Cl 0.012 -0.016 -0.042
Cl -0.027 0.000 -0.010
Cl -0.098 0.169 0.069
Cl -0.006 0.025 -0.060
C -0.052 -0.557 0.013
O -0.165 0.199 -0.120
H 0.027 -0.039 0.015
H 0.049 0.273 -0.190
H -0.065 0.284 0.185
H 0.463 0.176 0.332
O -0.008 -0.002 -0.049
H 0.006 -0.042 0.036
H -0.022 -0.016 0.050

## Properties
total charge: +2
DFT total energy: -12517.72675 a.u.
multiplicity: 1
energy relative to the best compared isomer or geometry (same formula, charge and spin): 0.000 eV
strongest force on any atom: 2.976 eV Å⁻¹
highest occupied orbital energy: -13.120 eV
frontier orbital gap: 0.03317 Ha

=====

# 2
Density functional theory data (ωB97M-V with the def2-TZVPD basis set) for C10H24AlBrNO10P2 as an isolated structure.

Each line ends with the Löwdin charge.
CARTESIAN COORDINATES (ANGSTROEM)
C -2.858181 2.358498 -0.910996  -0.11
C -2.383005 1.469733 -2.063489  -0.47
C -1.238641 2.173094 -2.799821  -0.09
C -1.972897 0.047242 -1.608962  -0.17
Al -2.275272 -0.497100 0.253848  -0.25
Br -4.535237 -0.727106 0.864878  0.25
O -1.384334 -1.955483 0.727582  -0.18
C -0.644828 -1.744919 1.888329  -0.39
P 0.602731 -3.080363 1.971463  0.52
N -0.019356 -4.450321 2.260326  -0.15
O 1.583179 -2.593695 3.155790  -0.15
O 1.490496 -3.015270 0.612906  -0.16
C -0.245842 -0.213689 1.903491  -0.49
C 0.940928 0.014702 0.965010  -0.16
O 1.055230 1.373811 0.593494  -0.06
C 2.115193 1.583219 -0.260662  -0.25
O 1.829123 1.039192 -1.532608  -0.10
C 2.792722 0.209121 -2.129729  -0.21
C 2.099039 -0.925804 -2.861748  -0.23
O 1.016474 -0.391970 -3.598262  -0.06
P 0.045194 0.461993 3.580358  0.50
O 1.193978 0.007178 4.376481  -0.28
O -1.357086 0.216060 4.303480  -0.12
O 0.084984 2.044118 3.286922  -0.11
O -1.375031 0.477554 1.458426  -0.16
H -2.087691 2.400492 -0.134003  0.07
H -3.777796 1.976910 -0.461045  0.04
H -3.050388 3.382889 -1.247757  0.07
H -3.218885 1.379366 -2.768431  0.12
H -0.511527 2.551038 -2.073557  0.07
H -0.705661 1.487372 -3.461529  0.06
H -1.595036 3.023067 -3.391094  0.07
H -2.430743 -0.696601 -2.272701  0.06
H -0.888493 -0.064445 -1.751448  0.05
H -1.236168 -1.953046 2.797824  0.13
H 0.242211 -5.196309 1.631530  -0.02
H 2.303004 -1.986495 2.965007  0.06
H 2.140164 -2.305021 0.592859  0.05
H 0.784215 -0.603139 0.074193  0.12
H 1.879871 -0.280139 1.470368  0.12
H 2.255223 2.663656 -0.336459  0.14
H 3.038738 1.111956 0.125547  0.13
H 3.440325 -0.226610 -1.353439  0.12
H 3.435811 0.777323 -2.813967  0.12
H 2.831262 -1.398143 -3.530619  0.12
H 1.755112 -1.680712 -2.143452  0.11
H 0.602244 -1.093916 -4.108104  0.09
H -2.071157 0.337846 3.651267  0.09
H 0.305801 2.512866 4.102500  0.08

Atomic forces in eV per Å
C 0.046 0.026 -0.001
C -0.072 0.066 -0.107
C 0.048 0.007 -0.015
C -0.070 0.033 0.015
Al 0.019 -0.052 -0.147
Br -0.052 0.068 0.068
O 0.105 -0.111 -0.014
C 0.059 -0.167 0.048
P 0.018 0.311 0.134
N 0.016 0.047 -0.247
O 0.187 -0.502 -0.104
O 0.167 -0.118 0.015
C 0.130 -0.009 0.029
C -0.016 0.004 -0.034
O 0.055 0.000 0.218
C 0.122 -0.160 -0.208
O 0.016 0.109 0.041
C 0.035 -0.065 0.198
C -0.010 -0.065 -0.024
O 0.180 0.049 -0.247
P -0.094 0.191 -0.212
O 0.052 -0.030 0.038
O -0.075 -0.076 -0.020
O -0.025 -0.031 0.144
O -0.183 0.061 0.221
H -0.034 0.019 -0.005
H 0.033 -0.029 0.017
H -0.008 -0.016 -0.019
H 0.007 -0.043 0.043
H 0.027 -0.079 -0.058
H -0.045 0.056 0.015
H -0.030 0.030 0.065
H 0.062 0.001 -0.024
H -0.056 -0.018 0.030
H -0.059 0.134 -0.050
H -0.035 -0.053 0.142
H -0.224 0.304 0.121
H -0.100 0.045 -0.018
H -0.009 0.037 -0.015
H -0.036 -0.074 -0.035
H -0.081 -0.017 -0.026
H -0.036 0.080 0.026
H 0.067 -0.031 -0.136
H -0.130 0.055 -0.024
H 0.030 -0.047 0.099
H -0.097 0.079 0.002
H -0.029 -0.035 0.116
H 0.061 0.036 0.024
H 0.064 -0.020 -0.081

## Properties
total charge: -1
DFT total energy: -4702.13161 a.u.
multiplicity: 1
strongest force on any atom: 0.546 eV Å⁻¹
highest occupied orbital energy: -5.836 eV
frontier orbital gap: 0.30296 Ha

=====

# 3
Density functional theory data (ωB97M-V with the def2-TZVPD basis set) for C10H24IIrO2P2 as an isolated structure in a non-equilibrium geometry.

Each line ends with the Löwdin spin population.
CARTESIAN COORDINATES (ANGSTROEM)
C 1.482409 2.159394 -4.507830  0.07
I 0.979126 1.046657 -2.742656  0.11
H 1.242404 3.210501 -4.339059  0.00
H 0.895255 1.737984 -5.330039  0.00
H 2.553439 2.012126 -4.669818  0.00
Ir -0.038348 -0.372382 0.221102  1.39
P -2.185911 0.061621 -0.444309  0.29
C -2.627477 -1.232913 -1.646591  0.08
C -3.532699 0.046497 0.777725  0.03
H -4.491714 0.238053 0.277171  0.01
H -3.408675 1.708862 -1.705080  0.01
H -3.340742 0.825204 1.525351  0.00
H -2.170241 2.445804 -0.642609  0.00
H -2.530634 -2.213840 -1.165598  0.00
H -3.575050 -0.925722 1.284889  0.00
C -2.377340 1.622768 -1.336377  0.05
H -3.665030 -1.079748 -1.965281  0.02
H -1.664846 1.664159 -2.173068  0.00
H -1.955462 -1.176916 -2.511112  0.00
P 1.916687 0.166700 1.281494  0.28
C 3.148976 -1.081257 0.791641  0.08
C 2.618417 1.750678 0.763506  0.05
H 1.289813 0.945639 3.472577  0.00
H 3.011024 0.432849 3.431381  0.01
H 1.702789 -0.788031 3.503242  0.00
C 1.991900 0.190748 3.099681  0.03
H 1.936818 2.547981 1.082239  0.00
H 3.592650 1.889638 1.252247  0.01
H 4.096809 -0.870917 1.300648  0.02
H 3.289128 -1.045166 -0.295038  0.00
H 2.730439 1.775327 -0.327704  0.00
H 2.784571 -2.073150 1.084922  0.00
C 0.542041 -1.582143 -1.059137  0.33
O 0.900284 -2.360666 -1.855241  0.20
C -0.798140 -2.388196 2.146563  0.14
C -0.775414 -0.906293 2.013346  0.33
O -1.152237 -0.111178 2.862219  0.41
H -0.410240 -2.886237 1.244392  0.01
H -1.841998 -2.709159 2.299475  0.01
H -0.162781 -2.675279 3.000735  0.01

Atomic forces in eV per Å
C 0.131 0.264 -0.479
I 0.253 0.008 -0.194
H 0.034 -0.288 0.038
H 0.159 0.094 0.338
H -0.314 0.022 0.097
Ir -0.058 -0.140 0.134
P -2.157 1.634 -1.108
C 0.600 -0.358 0.179
C 0.484 -0.083 0.355
H 0.320 -0.044 0.003
H 0.187 -0.025 0.092
H -0.161 -0.146 -0.126
H -0.052 -0.069 -0.191
H -0.112 0.093 -0.244
H -0.092 0.217 -0.099
C 0.004 0.156 -0.003
H 0.115 0.084 0.123
H -0.389 0.002 0.359
H -0.180 -0.036 0.138
P 2.262 1.722 0.797
C -0.549 -0.382 -0.335
C -0.073 0.116 0.046
H 0.205 -0.135 0.039
H -0.227 -0.057 -0.243
H 0.122 0.225 -0.009
C -0.614 -0.098 -0.095
H 0.190 -0.056 -0.121
H -0.187 -0.021 -0.112
H -0.190 0.086 0.002
H 0.055 -0.055 0.221
H -0.025 0.014 0.324
H 0.248 0.096 -0.098
C 1.821 -4.140 -4.055
O -0.975 2.231 2.202
C 0.162 -1.624 -0.291
C -1.725 2.359 3.928
O 0.948 -2.017 -2.126
H -0.211 0.050 0.493
H 0.305 0.153 0.136
H -0.315 0.149 -0.115

## Properties
total charge: +2
<S²>: 6.017
DFT total energy: -1629.93408 a.u.
multiplicity: 5
strongest force on any atom: 6.074 eV Å⁻¹
highest occupied orbital energy (spin up / spin down): -13.810 / -15.501 eV
frontier orbital gap (spin up / spin down): 0.26749 / 0.16638 Ha